Formula: C23H48BBeBrClF2KLiMgN4NaO14S2
Source: the Open Molecules 2025 dataset
Level of theory: ωB97M-V with the def2-TZVPD basis set

```
101
C23H48BBeBrClF2KLiMgN4NaO14S2 ωB97M-V with the def2-TZVPD basis set
Br 0.62918 5.11443 3.53176
K 3.59047 1.03430 0.81215
Cl -2.08693 -1.82855 -1.66516
S 4.89273 -4.34248 6.44460
S 3.70068 -3.67090 4.23602
Mg 3.31307 4.75514 -0.72603
Na -0.90953 -1.62103 4.01424
F 3.69934 -2.34348 3.33762
F 3.41060 -4.55982 6.99268
O 1.45568 -2.32052 -6.94897
O 5.27649 -5.68564 6.02720
O 2.29316 -3.72862 4.61623
O -7.25899 -6.53080 0.82680
O 2.94433 2.85964 -0.72711
O 4.13655 -4.65108 3.24814
O -5.06554 -6.49108 0.62513
O -3.30033 4.78120 -1.15530
O 2.74671 -0.12085 -4.48041
O 5.57293 -3.87390 7.65149
O 1.97642 0.71691 -0.62150
O -1.19626 3.67831 1.78975
O -3.98829 1.13099 -0.05702
O 6.32652 -3.84391 -0.83745
N -6.21049 -6.19606 0.26318
N 4.73172 -3.23694 5.33842
N -4.06640 7.45014 -0.39631
N -3.46486 -1.36174 0.00946
C -0.37715 -0.47841 0.87423
C -2.80418 0.14949 -2.12348
C 4.33558 -0.60858 -1.01754
C 6.16117 -2.51048 -0.22141
C 5.82316 -1.31697 -1.30451
C 2.14325 -1.25520 -6.51350
C -4.95076 -1.78018 0.00175
C -5.73265 5.96320 0.58243
C 2.08162 -1.20010 -4.91414
C 4.10747 0.76100 -1.89082
C 1.10574 1.66498 0.14923
C 6.31353 -4.91008 0.20222
C 0.02929 4.25996 1.80859
C -1.75032 -0.30802 1.75298
C 0.65818 0.71908 1.41381
C -2.93093 -1.39435 1.42249
C -3.47067 0.02382 -0.59440
C -4.54501 5.32239 -1.60586
C -3.42048 3.81522 -0.12242
C 0.91365 4.21756 0.41805
C -6.34395 -5.36223 -0.96184
C -5.10349 6.45852 -0.71724
C 2.01845 2.99846 0.43594
B 2.74164 1.60120 -1.52713
Be 1.21307 0.87467 3.74452
Li 5.69047 -6.81376 1.66878
H 1.01050 -1.26827 -4.65402
H -2.47008 -2.47903 1.58087
H -4.34170 5.74202 -2.59857
H -0.51440 -0.39798 -0.28541
H -3.26120 6.93853 -0.02453
H 5.01455 1.49913 -1.73452
H 5.75743 -1.85543 -2.36634
H 3.44158 -1.34146 -1.30370
H -6.92418 -5.93458 -1.68843
H -6.85834 -4.44149 -0.67924
H -1.64466 0.30441 -2.10535
H -5.49649 -1.21584 -0.89588
H -5.50953 -1.38666 0.97959
H -5.89462 6.96147 -1.28701
H 2.44709 -2.18501 -4.57159
H -3.71562 7.84864 -1.26882
H 1.55674 0.21979 1.97406
H 2.06921 1.72606 -2.49214
H -3.01148 -0.90734 -2.63727
H 0.05269 1.39751 2.18484
H -3.75101 -1.27348 2.26276
H -5.34705 -5.14339 -1.35057
H 0.13498 -1.49704 1.19127
H -4.98970 5.67435 1.32923
H 6.61020 -0.43206 -1.30567
H -6.38693 5.10316 0.39875
H 3.21682 -1.21371 -6.76912
H 5.27605 -4.96172 0.78865
H -1.44115 -0.48900 2.89133
H 1.43318 5.26123 0.23629
H 0.07470 1.81462 -0.41880
H -4.32336 3.20675 -0.22700
H 7.11710 -2.27998 0.42203
H 7.14619 -4.66015 1.01431
H -6.34576 6.75278 1.03342
H 0.14875 4.02434 -0.47132
H -3.38449 0.94766 -2.78463
H 4.05844 0.48710 -3.04591
H 2.45045 2.82098 1.51698
H -3.39993 4.30706 0.85170
H -2.55001 3.15434 -0.17396
H -5.28483 4.52600 -1.75293
H 6.51154 -5.99282 -0.25712
H 5.24538 -2.55450 0.54153
H -2.06944 0.81588 1.68438
H 1.80286 -0.26332 -6.85977
H 4.30808 -0.42265 0.15398
H -5.02422 -2.94179 -0.13668
```

Properties
- Total charge: +2
- LUMO energy: -0.3305 hartree
- Spin multiplicity: 1
- Frontier orbital gap: 1.63 eV



Formula: C61H83AsBBrNO7SiTl
Source: the Open Molecules 2025 dataset
Level of theory: ωB97M-V with the def2-TZVPD basis set

```
157
C61H83AsBBrNO7SiTl ωB97M-V with the def2-TZVPD basis set
Tl -0.39590 0.47280 -0.23690
Br 2.07360 -2.91200 -1.47100
As -2.83000 -0.37500 -2.18980
Si 3.70250 -3.66990 -2.84370
O -1.12530 -1.39650 0.85410
O -2.03000 3.15070 -0.42450
O 1.24650 1.18430 1.12200
O 0.85170 1.36070 -3.06710
O 2.53530 0.79480 -1.66290
O -1.65110 2.15660 -1.38090
O 1.70420 -1.62380 1.20670
N -1.53790 1.55310 1.21680
C 4.50860 4.42120 -6.52200
C 4.05370 -6.36750 -4.03080
C -4.28060 -2.87840 -1.54630
C -0.41340 -1.88180 3.60900
C -2.77210 -5.04900 1.28280
C 2.16610 -2.39870 -4.93590
C 2.98700 1.72320 -2.52720
C -2.30690 -0.57980 4.25240
C 1.22440 2.52950 1.38500
C 1.94290 2.07980 -3.39240
C 0.02940 -1.88520 4.91970
C 1.73830 -5.54790 -3.77510
C 1.41450 4.01400 3.43620
C -1.85050 -2.09360 -4.51530
C 2.63200 3.03730 1.02580
C -3.94630 -2.95350 2.64650
C 3.69910 2.30450 1.54270
C -1.58710 -1.22660 3.25370
C 5.26380 -4.20050 -0.48480
C 2.25110 5.35930 -6.06630
C -3.06250 3.42320 2.54640
C 5.68030 -2.02660 -1.49720
C 4.13010 -1.16420 -4.18000
C 4.22580 2.31840 -2.64630
C 4.15770 6.07160 -4.66210
C 0.51710 3.34060 5.55280
C 4.35720 3.32320 -3.59470
C -1.34870 2.92870 0.85240
C 2.92620 4.08980 0.16930
C 4.43530 -3.14550 -5.62780
C 5.00680 2.62740 1.24540
C -1.88070 -0.60690 5.56830
C -3.16600 -0.22930 1.52600
C 0.07770 2.15730 4.98410
C 0.13750 3.29790 0.59230
C -4.50650 -4.21640 2.70300
C 0.97910 2.82610 2.86300
C 3.31860 3.72010 -4.43810
C 5.28630 3.69650 0.40860
C -2.81020 -2.71110 1.88280
C 2.09510 3.05730 -4.35550
C -3.51390 2.08330 2.41960
C -2.00620 3.84920 1.83410
C 3.61310 -2.57550 -4.46910
C -1.46940 -1.43110 -3.19930
C -2.22420 -3.78230 1.21650
C -3.32740 0.94470 -3.60650
C 1.19270 4.26680 4.77710
C 2.98010 -6.27020 -1.80020
C -2.71710 1.19670 1.74120
C 6.58490 -4.04840 -2.60520
C 3.54930 4.87560 -5.41060
C 3.13020 -5.53720 -3.13610
C 5.38140 -3.49030 -1.83860
C 4.23870 4.41740 -0.13260
C -2.11150 -1.33360 1.81270
C -0.70750 -1.25830 5.91020
C -4.34250 0.56560 -4.67900
C -4.42710 -1.64170 -2.42070
C -3.92870 -5.26910 2.01330
C 0.31700 1.89480 3.64900
B 1.16670 0.60000 -1.92480
H -2.28930 -5.87270 0.77040
H -3.48240 -3.52390 -1.91090
H -1.02290 -2.69370 -4.89800
H 1.73830 -3.32940 -5.29020
H 4.01220 -4.07790 -5.99150
H 3.83360 -0.48530 -4.98090
H -4.39590 -2.15530 3.21710
H -4.09340 -0.40410 2.07670
H 1.34110 -6.56380 -3.78590
H -4.60750 -1.92790 -3.45740
H 5.21510 -1.14280 -4.12460
H 1.54330 5.19190 5.22100
H -4.04250 -0.33720 -5.21030
H -5.20990 -3.45620 -1.51620
H 4.20020 -5.90510 -5.00220
H -3.67340 1.82610 -3.06440
H -4.02580 -2.58620 -0.52790
H 5.03880 2.05890 -1.98560
H -5.29930 -1.06760 -2.08570
H 1.25330 3.30780 -4.97710
H 7.48500 -3.99900 -1.99180
H 5.46170 4.10380 -6.10510
H -2.46180 -0.09570 6.32840
H 0.96300 -2.37670 5.16710
H 6.31070 3.95310 0.16620
H 6.43450 -5.08510 -2.89200
H -3.57140 4.09670 3.23070
H 2.13320 4.66380 -0.28550
H -1.33120 -3.58120 0.64370
H -0.65590 -0.72450 -3.37760
H -2.37390 1.23170 -4.05340
H 1.52590 5.65170 -5.31060
H 3.47050 1.45740 2.17030
H -0.36690 -1.26900 6.93950
H 4.23460 6.93220 -5.32720
H 2.13250 -1.68580 -5.76090
H 5.30740 3.83460 -3.65090
H 2.46000 6.22650 -6.69440
H 6.76920 -3.47120 -3.50860
H -2.08500 -1.34380 -5.26840
H 4.35000 -3.90530 0.02520
H 2.47070 -7.22130 -1.95770
H 6.51280 -1.97860 -0.79480
H 4.43770 5.24410 -0.80380
H 5.81600 2.04490 1.66740
H -4.37430 -6.25590 2.04840
H 4.69050 5.23420 -7.22620
H 3.71860 -0.77430 -3.25490
H 4.82920 -1.54510 -1.02680
H 6.10230 -3.91470 0.15240
H 1.87190 -0.67350 1.27520
H -3.19590 -0.02500 4.00920
H 5.46460 -3.32800 -5.32790
H 1.76550 -5.19820 -4.80160
H 0.16260 -2.37920 2.84510
H 0.32070 3.10990 -0.47250
H 5.97420 -1.45250 -2.36710
H 4.44250 -2.43560 -6.45560
H 1.05590 -4.92340 -3.20860
H 0.73980 -1.65250 1.06750
H 5.02810 -6.51970 -3.57540
H 1.81720 4.58560 -6.69570
H -1.61950 4.85490 1.92130
H 2.39440 -5.68350 -1.10060
H -5.32450 0.38650 -4.23830
H -4.45050 1.36710 -5.41580
H 0.23130 4.37280 0.77410
H 3.94130 -6.48430 -1.34790
H -3.39920 -0.31560 0.45660
H -0.01210 0.97800 3.18570
H 3.52600 6.33750 -3.81770
H -5.39510 -4.38510 3.30050
H -0.45610 1.43780 5.58650
H 5.15240 5.84420 -4.28890
H 0.32020 3.55080 6.59750
H -2.71200 -2.74880 -4.40140
H 3.61120 -7.35040 -4.19860
H 1.93090 4.74300 2.82390
H 5.28500 -5.28190 -0.58310
H 1.54540 -2.01100 -4.13370
H -1.08270 -2.17900 -2.50040
H -4.42980 1.76490 2.89890
H 4.07580 3.58280 -7.06540
```

Properties
- Total charge: -2
- ΔE to the lowest compared entry with this formula, charge and spin: 44.8 kcal per mole
- LUMO energy: 0.1303 hartree
- Spin multiplicity: 1
- Frontier orbital gap: 4.97 eV



Formula: C35H65HfIN13O3P2
Source: the Open Molecules 2025 dataset
Level of theory: ωB97M-V with the def2-TZVPD basis set

```
120
C35H65HfIN13O3P2 ωB97M-V with the def2-TZVPD basis set
Hf 0.89265 0.86708 0.21672
I 6.62776 0.82031 -2.87231
P -1.91641 2.13661 -1.36775
P 0.23551 -2.23540 -0.23639
O 0.11678 -2.86727 4.26805
O -0.98380 1.32375 -0.41778
O -1.01753 0.66199 6.04188
N -0.14523 -1.93746 -1.83195
N -1.08969 2.35917 -2.74682
N 0.03146 -1.35304 6.11111
N 1.32990 3.21511 0.34602
N 1.06605 5.36483 0.72665
N 1.14888 -1.04842 0.29927
N 1.52583 1.03465 2.45989
N 3.11316 0.80553 -0.49303
N -1.16622 -2.34461 0.63634
N -2.26092 3.54462 -0.62504
N -3.26220 1.29738 -1.64029
N 3.93824 0.06104 0.26873
N 0.86723 -3.75255 -0.19526
C -3.96910 -2.20980 1.39970
C 0.87390 0.52174 4.70322
C -3.45092 -3.24989 0.40794
C 3.58858 -4.49722 0.65134
C 0.46219 6.63518 1.16601
C 3.32786 -3.81358 -0.68922
C -3.09038 -0.95899 1.37578
C 2.43429 3.90294 -0.15549
C -3.12568 -0.05188 -2.22471
C -1.79626 2.67045 -4.00342
C -0.87083 -2.99090 -2.59059
C 2.51518 -4.10226 1.66295
C 0.78199 -2.36921 5.42473
C 5.14136 -0.07472 -0.30053
C -2.45384 4.78314 -1.39378
C 0.35091 2.55180 -2.80621
C -1.31713 -2.45711 -3.94665
C 1.67031 1.55805 5.17337
C 0.87221 0.25227 3.35197
C -0.13394 -2.00509 -4.82662
C 3.83039 1.13973 -1.57102
C -0.14688 -0.08238 5.65260
C 0.53455 4.14953 0.85887
C 1.91598 -4.12914 -1.17605
C 0.56737 -0.94876 -2.67105
C 5.11602 0.61702 -1.49567
C 2.43079 2.29038 4.27493
C -3.00731 3.48752 0.64793
C -1.99326 -3.57261 0.70652
C 2.27583 5.22799 0.07536
C 1.06190 -1.54221 -3.97881
C 1.11589 -4.39642 1.12205
C 2.29870 2.03502 2.93147
C -4.57116 1.92986 -1.88927
C -1.62890 -1.32464 1.58330
H -2.71749 4.33670 1.27110
H -0.24477 -3.87663 -2.73096
H -2.24360 5.62949 -0.73976
H -1.92718 -3.98262 1.72300
H -1.53108 3.66887 -4.35730
H -3.47413 4.89763 -1.76499
H -3.39573 -0.26488 2.16427
H -1.53027 1.94440 -4.77282
H 1.23991 7.28431 1.55498
H 0.64949 3.59946 -2.74608
H -0.66660 -1.64647 6.78197
H -3.98364 -0.65047 -1.91835
H -0.25812 6.43931 1.95500
H 3.42603 -2.72721 -0.58017
H -1.74323 -3.30231 -2.01259
H -4.57628 2.97145 -1.58565
H -3.95490 -2.63861 2.40780
H -1.76489 4.82380 -2.23510
H -2.78644 2.56633 1.18761
H 1.72053 -1.95020 5.07638
H -2.21976 -0.54819 -1.86932
H 1.67478 1.79905 6.23076
H 5.93135 -0.65194 0.16055
H 3.56780 -5.58331 0.50700
H 1.66110 -0.80609 -4.51959
H 2.65326 -4.63617 2.60533
H -4.82708 1.87568 -2.94956
H 0.31879 -0.58474 2.95596
H -4.04678 -4.16278 0.45648
H -0.55619 -3.50042 4.54263
H -0.02933 7.12815 0.33213
H -0.46158 -1.19050 -5.47488
H -3.19780 -0.44306 0.41660
H -5.00587 -1.94936 1.18692
H 2.83033 2.62856 2.20337
H -4.08658 3.54550 0.49575
H 3.40288 1.73915 -2.36434
H -2.87532 2.64056 -3.85742
H 3.27327 3.40773 -0.61003
H 1.00078 -3.16327 6.13346
H 0.36171 -4.06812 1.83169
H -3.11449 -0.00367 -3.31705
H 0.18136 -2.81409 -5.48571
H 1.82501 -5.20542 -1.34545
H 4.04687 -4.13955 -1.44298
H -3.52428 -2.86070 -0.61492
H 1.41098 -0.54549 -2.11348
H 3.57406 -0.42973 1.06954
H -2.01057 -1.62509 -3.79329
H 1.72731 -2.37968 -3.76586
H -0.11411 -0.11890 -2.90689
H -1.48949 -1.68747 2.61044
H 3.08396 3.08536 4.60735
H 0.73402 2.12016 -3.73089
H 2.58247 -3.03048 1.88236
H 1.71723 -3.63582 -2.12092
H -1.00646 -0.43956 1.47972
H 4.58282 -4.25214 1.02902
H -1.59312 -4.32202 0.02838
H -0.40462 3.97000 1.36087
H -1.88589 -3.24102 -4.44577
H 0.99321 -5.47338 0.98044
H 2.91254 6.07143 -0.14646
H 0.84039 2.02613 -1.98516
H -5.33863 1.40327 -1.32405
```

Properties
- Total charge: +3
- LUMO energy: -0.2910 hartree
- Spin multiplicity: 1
- Frontier orbital gap: 7.63 eV